DFT (ωB97M-V/def2-TZVPD) results for a structure of composition C12H8NO3PdS2 at a distorted geometry.

```
27
C12H8NO3PdS2, DFT ωB97M-V/def2-TZVPD
Pd 0.7154 0.2274 0.1143
O -0.3498 -1.5226 1.0609
C 0.2687 -2.6211 0.7958
O 0.7324 -3.3645 1.6135
C 0.2547 -3.0763 -0.6805
C -0.5481 -4.1355 -1.1427
C -0.5963 -4.5505 -2.4882
C 0.3515 -4.0872 -3.3695
C 1.1691 -3.0329 -2.9724
C 1.1355 -2.5146 -1.6299
S 2.0086 -1.0031 -1.4077
H -1.3454 -4.5056 -0.5191
H -1.2254 -5.4618 -2.7393
H 0.4327 -4.3795 -4.4168
H 1.8960 -2.6403 -3.6325
O -0.0630 1.3751 1.9987
N -0.1013 2.6458 1.9320
C -0.5046 3.3608 3.0369
C -0.7551 4.6318 2.9753
C -0.6245 5.2658 1.7993
C -0.1956 4.6621 0.7031
C 0.1240 3.2798 0.7346
S 0.4569 2.4081 -0.6841
H -0.6856 2.6854 3.8312
H -1.3257 5.1039 3.8113
H -1.0162 6.1767 1.5527
H -0.2088 5.0728 -0.2764
```

For the molecular weight, the calculation gives 384.75 g mol⁻¹. As for the multiplicity: 4. The calculation puts the orbital gap (spin up / spin down) at 3.41 / 5.70 eV. Its energy relative to the best compared isomer or geometry (same formula, charge and spin) is 0.000 eV. The energy is -1666.71262 hartree. As for the net charge: -2. The calculation puts the highest occupied orbital energy (spin up / spin down) at 1.841 / -1.005 eV.

***

DFT (ωB97M-V/def2-TZVPD) results for an isolated molecule of C4H8O at a distorted geometry.

```
13
C4H8O, DFT ωB97M-V/def2-TZVPD
C 0.8712 -1.4205 0.9787
C 0.5255 -0.5481 -0.1810
C -0.3941 0.4148 -0.1946
C -0.6889 1.3534 -1.3036
O -0.9203 0.9002 0.9867
H -0.0650 -1.8223 1.3932
H 1.4747 -2.2610 0.6696
H 1.3175 -0.9277 1.8365
H 0.8094 -0.8591 -1.1666
H -0.3490 2.3569 -1.0909
H -0.3048 0.9588 -2.2437
H -1.7825 1.4091 -1.4173
H -0.4938 0.4454 1.7329
```

For the molecular weight, the calculation gives 72.11 g mol⁻¹. As for the multiplicity: 1. The calculation puts the orbital gap at 9.44 eV. Its energy relative to the best compared isomer or geometry (same formula, charge and spin) is 0.666 eV. The SMILES is C/C=C(/C)O. The energy is -232.42117 hartree. As for the net charge: 0. The calculation puts the highest occupied orbital energy at -8.524 eV.

***

DFT (ωB97M-V/def2-TZVPD) results for a structure of composition C23H33FeGeN5O at a distorted geometry.

```
64
C23H33FeGeN5O, DFT ωB97M-V/def2-TZVPD
Fe 0.1179 1.7694 0.3232
O 0.3084 5.5254 1.0963
C 0.1782 4.3406 1.1393
N 0.3680 3.4870 0.0407
C 1.2883 3.8360 -1.0300
C 2.3577 2.7735 -0.9664
C 3.6068 2.9259 -1.5345
C 4.5746 1.9622 -1.3019
C 4.2661 0.8749 -0.4925
C 2.9934 0.7643 0.0188
N 2.0277 1.6761 -0.2327
C -0.0697 3.5374 2.3735
C -0.2509 4.1066 3.6116
C -0.3420 3.2650 4.7175
C -0.2365 1.8957 4.5362
C -0.0604 1.3932 3.2554
N 0.0149 2.2017 2.1970
H 0.7994 3.8750 -2.0060
H 1.7033 4.8292 -0.8438
H 3.8255 3.8128 -2.1142
H 5.5683 2.0733 -1.7164
H 5.0073 0.1269 -0.2488
H 2.7326 -0.0582 0.6678
H -0.2951 5.1848 3.6944
H -0.4799 3.6757 5.7091
H -0.2879 1.2153 5.3746
H 0.0192 0.3278 3.0736
N -3.7741 2.1752 -0.6405
C -4.0103 1.8845 0.6821
C -2.7977 1.6459 1.2357
N -1.8232 1.7834 0.2537
C -2.4657 2.1146 -0.8673
H -4.4789 2.4291 -1.3206
H -4.9972 1.8820 1.1120
H -2.5664 1.3933 2.2546
H -2.0123 2.3471 -1.8178
C -3.9835 -3.6803 -0.6682
C -2.8431 -3.7451 0.3364
C -1.5368 -3.1172 -0.1994
C -1.7376 -1.5877 -0.5030
Ge 0.1182 -1.3296 -0.7880
C 1.0318 -1.6208 -2.4608
C 1.3326 -3.1227 -2.6246
C 2.0654 -3.6830 -1.4117
C 2.4025 -5.1603 -1.5406
H -4.8316 -4.2556 -0.3002
H -3.6965 -4.1044 -1.6319
H -4.3397 -2.6612 -0.8293
H -2.6149 -4.7812 0.5890
H -3.1196 -3.2453 1.2674
H -1.2334 -3.6518 -1.1054
H -0.7594 -3.2862 0.5646
H -2.1384 -1.0793 0.3724
H -2.3844 -1.4579 -1.3655
H 0.8759 -1.0457 0.5240
H 1.9562 -1.0384 -2.4043
H 0.4041 -1.2175 -3.2573
H 1.9299 -3.2470 -3.5293
H 0.4069 -3.6779 -2.7930
H 1.4286 -3.5401 -0.5109
H 2.9754 -3.1019 -1.2294
H 1.5144 -5.7537 -1.7594
H 2.8513 -5.5426 -0.6257
H 3.1162 -5.3182 -2.3496
```

For the molecular weight, the calculation gives 524.01 g mol⁻¹. As for the multiplicity: 2. The calculation puts the orbital gap (spin up / spin down) at 7.36 / 7.43 eV. Its energy relative to the best compared isomer or geometry (same formula, charge and spin) is 0.000 eV. The energy is -4584.85015 hartree. As for the net charge: +3. The calculation puts the highest occupied orbital energy (spin up / spin down) at -18.544 / -18.483 eV.

***

DFT (ωB97M-V/def2-TZVPD) results for a structure of composition C41H41AsFGeN3OReS.

```
91
C41H41AsFGeN3OReS, DFT ωB97M-V/def2-TZVPD
Re -0.0081 0.7478 -0.0275
N -1.1317 -1.3919 3.4267
C -0.1061 -1.3148 4.4152
C 0.0391 -2.3169 5.3552
C 1.0765 -2.2266 6.2748
C 1.9715 -1.1684 6.2238
C 1.8340 -0.1797 5.2568
C 0.7729 -0.2456 4.3690
S 0.4006 1.0483 3.2389
N -0.1748 0.0859 1.9059
C -1.0027 -0.9052 2.1934
C -1.7907 -1.4931 1.0806
C -2.6258 -2.5861 1.2095
C -3.3046 -3.0442 0.0850
C -3.1138 -2.3954 -1.1196
C -2.2513 -1.3079 -1.1658
N -1.5995 -0.8671 -0.0935
H -1.8355 -2.0971 3.5794
H -0.6489 -3.1535 5.3815
H 1.1847 -2.9922 7.0303
H 2.7780 -1.1066 6.9408
H 2.5265 0.6508 5.2136
H -2.7633 -3.0995 2.1508
H -3.9677 -3.8950 0.1600
H -3.6176 -2.7151 -2.0205
H -2.0715 -0.7735 -2.0869
C -2.2692 1.6351 -3.2339
Ge -1.7293 2.9822 -1.9257
C -0.1017 3.8656 -2.5316
C -3.1532 4.2610 -1.5957
C -1.4853 2.0692 -0.1344
H -2.2717 2.0788 -4.2302
H -3.2732 1.2632 -3.0275
H -1.5653 0.7997 -3.2474
H -0.2821 4.2756 -3.5262
H 0.7505 3.1876 -2.5873
H 0.1634 4.6905 -1.8703
H -3.3750 4.8061 -2.5134
H -2.8597 4.9812 -0.8328
H -4.0617 3.7570 -1.2677
H -2.4812 1.6684 0.0911
H -1.2618 2.9094 0.5392
O 0.6139 0.1143 -1.7248
As 1.5849 -1.1842 -2.3270
C 2.4017 -2.0902 -0.8810
C 3.7806 -2.2538 -0.8416
C 4.3480 -2.9583 0.2119
C 3.5438 -3.4645 1.2205
C 2.1632 -3.2863 1.1835
C 1.5827 -2.6100 0.1257
C 0.3228 -2.3131 -3.1936
C 0.1731 -3.6485 -2.8404
C -0.7660 -4.4240 -3.5090
C -1.5382 -3.8643 -4.5168
C -1.3723 -2.5294 -4.8760
C -0.4334 -1.7508 -4.2208
C 2.7702 -0.4368 -3.5985
C 2.5413 0.8561 -4.0533
C 3.3777 1.3831 -5.0248
C 4.4232 0.6200 -5.5297
C 4.6310 -0.6780 -5.0813
C 3.7984 -1.2201 -4.1150
H 4.4129 -1.8301 -1.6095
H 5.4207 -3.0918 0.2459
H 3.9917 -4.0087 2.0414
H 1.5432 -3.6981 1.9692
H 0.4986 -2.5079 0.0703
H 0.7827 -4.0899 -2.0619
H -0.8825 -5.4679 -3.2503
H -2.2613 -4.4745 -5.0419
H -1.9612 -2.1043 -5.6778
H -0.2857 -0.7178 -4.5164
H 1.7308 1.4471 -3.6446
H 3.2143 2.3893 -5.3865
H 5.0766 1.0369 -6.2842
H 5.4391 -1.2713 -5.4867
H 3.9512 -2.2400 -3.7865
F 6.4737 -0.2098 -0.2435
C 5.2821 0.4110 -0.1123
C 4.5796 0.2607 1.0664
C 3.3299 0.8493 1.1757
C 2.7892 1.6170 0.1378
C 1.4350 2.2666 0.2524
C 3.5442 1.7516 -1.0269
C 4.7881 1.1494 -1.1671
H 5.0112 -0.3116 1.8768
H 2.7816 0.7494 2.1044
H 1.3443 3.0641 -0.4900
H 1.3418 2.7599 1.2253
H 3.1647 2.3660 -1.8341
H 5.3763 1.2657 -2.0678
```

For the molecular weight, the calculation gives 976.60 g mol⁻¹. As for the multiplicity: 2. The calculation puts the orbital gap (spin up / spin down) at 6.24 / 6.08 eV. Its energy relative to the best compared isomer or geometry (same formula, charge and spin) is 0.000 eV. The energy is -6714.97113 hartree. As for the net charge: +2. The calculation puts the highest occupied orbital energy (spin up / spin down) at -12.687 / -12.647 eV.

***

DFT (ωB97M-V/def2-TZVPD) results for a structure of composition C6H13MnN2O6S.

```
29
C6H13MnN2O6S, DFT ωB97M-V/def2-TZVPD
Mn -0.0612 -0.2771 0.2255
O 1.6186 1.2359 -0.4329
S 0.8300 1.7653 0.6702
O 0.9891 3.0557 1.2028
O -0.6722 1.4510 0.1263
O 0.7891 0.5865 1.6960
N -2.8329 -1.0232 -2.5332
C -2.1462 -0.7953 -1.4320
O -0.8892 -0.7558 -1.4565
C -2.8059 -0.5378 -0.1135
C -1.7732 -0.8233 0.9566
H -2.3487 -1.1316 -3.4112
H -3.8382 -1.0390 -2.5269
H -3.7157 -1.1316 0.0113
H -3.1088 0.5115 -0.0949
H -1.5630 -1.8807 1.1172
H -1.9149 -0.2782 1.8853
C 1.0866 -2.3406 3.1211
N 1.6647 -3.1312 2.0326
C 2.4439 -4.3116 2.4256
C 1.5364 -2.8236 0.7749
O 0.8650 -1.8502 0.3289
H 1.8319 -2.2670 3.9105
H 0.2042 -2.8489 3.5085
H 0.8499 -1.3398 2.7787
H 3.3573 -3.9859 2.9198
H 2.6862 -4.9020 1.5466
H 1.8483 -4.9120 3.1100
H 2.0549 -3.4579 0.0575
```

For the molecular weight, the calculation gives 296.18 g mol⁻¹. As for the multiplicity: 2. The calculation puts the orbital gap (spin up / spin down) at 7.69 / 8.64 eV. The energy is -2346.27900 hartree. As for the net charge: +1. The calculation puts the highest occupied orbital energy (spin up / spin down) at -13.797 / -13.866 eV.

***

DFT (ωB97M-V/def2-TZVPD) results for a structure of composition C19H28CoNO5 at a distorted geometry.

```
54
C19H28CoNO5, DFT ωB97M-V/def2-TZVPD
O -1.8870 -0.7544 -0.9373
C -0.4425 -0.9878 -1.0272
C -0.1466 0.4791 -1.4256
H -0.2480 -1.7305 -1.8134
H 0.0045 -1.2965 -0.0583
C -1.6954 0.6535 -1.3118
H 0.2306 0.5118 -2.4558
H 0.5191 1.0389 -0.7368
C -2.3746 0.9982 -2.6340
H -2.1265 0.2670 -3.4211
H -2.0419 1.9903 -2.9720
H -3.4602 1.0532 -2.5073
C -2.2111 1.5632 -0.2039
H -1.5590 1.5412 0.6917
H -3.2396 1.2640 0.0832
H -2.2448 2.6011 -0.5385
Co 1.1585 0.2633 2.9288
C 1.3721 2.0783 3.7515
C 2.5576 1.2937 3.9308
C 3.0140 0.8831 2.6327
H 3.0364 1.0633 4.8815
C 2.1003 1.4036 1.6574
C 1.0901 2.1553 2.3487
H 0.2948 2.7516 1.9024
H 0.8345 2.5667 4.5537
H 3.8910 0.2820 2.4261
H 2.1867 1.3199 0.5697
C -0.6288 -1.3024 3.8020
C -0.9147 0.2340 3.9342
C -1.9410 0.5661 3.0480
H -0.7192 0.7194 4.8968
C -2.3465 -0.5875 2.3064
C -1.6097 -1.6817 2.7101
H -1.5600 -2.6584 2.2301
H -0.8191 -1.7848 4.7901
H -2.3854 1.5536 2.9543
H -3.1454 -0.6134 1.5720
O 1.0552 -1.0838 -3.6557
C 0.5072 -0.3183 -4.7549
C 0.7508 -1.0268 -6.1026
H 0.9869 0.6779 -4.7509
H -0.5727 -0.1766 -4.5803
C 1.6842 -2.2049 -5.7594
H 1.2102 -0.3232 -6.8063
H -0.2085 -1.3949 -6.4910
C 1.7255 -2.2388 -4.2141
H 2.6956 -2.0181 -6.1374
H 1.2887 -3.1477 -6.1504
H 2.7583 -2.2630 -3.8246
H 1.1990 -3.1371 -3.8525
O -0.3601 -0.4628 6.9515
N 0.5370 0.3680 6.7324
O 1.5028 0.5512 7.4795
O 0.6966 -1.4993 3.3577
```

For the molecular weight, the calculation gives 409.37 g mol⁻¹. As for the multiplicity: 4. The calculation puts the orbital gap (spin up / spin down) at 5.10 / 5.10 eV. The energy is -2554.26625 hartree. As for the net charge: -1. The calculation puts the highest occupied orbital energy (spin up / spin down) at -2.987 / -2.986 eV.

***

DFT (ωB97M-V/def2-TZVPD) results for a structure of composition C4H11FeO2.

```
18
C4H11FeO2, DFT ωB97M-V/def2-TZVPD
C -1.2411 2.7987 -1.4553
H -2.3343 2.7630 -1.5482
H -0.9976 3.0505 -0.4146
H -0.8152 3.5729 -2.1084
Fe 1.3771 0.7488 -0.4758
O 0.5486 -0.4670 -1.6808
H -0.8468 1.8110 -1.7968
C 1.0332 -0.6400 2.3427
O 0.6831 -0.5187 0.9769
C 0.3157 -1.7478 0.3441
C -0.2502 -1.3927 -1.0258
H 1.2919 0.3597 2.7097
H 0.1806 -1.0339 2.9145
H 1.8954 -1.3132 2.4632
H -0.4274 -2.2718 0.9656
H 1.2168 -2.3791 0.2576
H -1.2777 -1.0007 -0.8774
H -0.3520 -2.3396 -1.5913
```

For the molecular weight, the calculation gives 146.98 g mol⁻¹. As for the multiplicity: 6. The calculation puts the orbital gap (spin up / spin down) at 7.00 / 8.53 eV. Its energy relative to the best compared isomer or geometry (same formula, charge and spin) is 0.000 eV. The energy is -1573.06195 hartree. As for the net charge: 0. The calculation puts the highest occupied orbital energy (spin up / spin down) at -6.218 / -8.794 eV.

***

DFT (ωB97M-V/def2-TZVPD) results for an isolated molecule of C2H6BNO at a distorted geometry.

```
11
C2H6BNO, DFT ωB97M-V/def2-TZVPD
B 0.4974 0.5671 1.2765
N 0.7159 0.9306 -0.0772
C -0.0155 -0.0159 -0.9920
C -0.8651 -0.8429 0.0079
O -0.4954 -0.4546 1.3255
H 1.0423 1.2554 2.1166
H 1.4784 1.3952 -0.5967
H 0.8202 -0.5688 -1.3238
H -0.7445 0.4350 -1.5754
H -1.8772 -0.7552 -0.0934
H -0.5563 -1.9459 -0.0680
```

For the molecular weight, the calculation gives 70.89 g mol⁻¹. As for the multiplicity: 1. The calculation puts the orbital gap at 10.10 eV. Its energy relative to the best compared isomer or geometry (same formula, charge and spin) is 0.015 eV. The SMILES is B1NCCO1. The energy is -234.68495 hartree. As for the net charge: 0. The calculation puts the highest occupied orbital energy at -9.324 eV.

***

molecular weight of number 4 (C41H41AsFGeN3OReS)? 976.60 g mol⁻¹

***

Which value of multiplicity does entry 6 give? 4

***

The highest molecular weight belongs to which entry? C41H41AsFGeN3OReS

***

Which value of energy does entry 5 give? -2346.27900 hartree